# C27H21CaN11O3PS

C27H21CaN11O3PS as an isolated structure (ωB97M-V with the def2-TZVPD basis set, the Open Molecules 2025 dataset).

As for the charge: -1. Its energy above the lowest of the compared OMol25 structures with the same formula, charge and spin is 1.011 eV. The largest force on an atom comes out at 0.048 Eh/bohr. The HOMO-LUMO gap is 7.2 eV. Its HOMO energy is -5.196 eV.

Atoms and positions in Å:
Ca -0.712 -0.603 -0.458
N 1.770 2.329 0.724
C 2.400 1.851 1.830
C 3.651 2.370 2.203
C 4.272 1.976 3.367
C 3.668 1.053 4.208
C 2.437 0.532 3.858
C 1.797 0.899 2.678
P 0.189 0.134 2.218
C 0.550 -1.657 2.323
C 1.824 -2.186 2.486
C 2.012 -3.558 2.502
C 0.932 -4.413 2.363
C -0.343 -3.893 2.191
C -0.531 -2.524 2.156
C -0.584 0.381 3.870
C -1.099 1.650 4.118
C -1.628 1.961 5.356
C -1.645 1.008 6.363
C -1.151 -0.261 6.116
C -0.628 -0.579 4.875
H 2.334 2.775 0.018
H 0.994 1.787 0.364
H 4.130 3.093 1.555
H 5.243 2.380 3.621
H 4.156 0.738 5.120
H 1.965 -0.188 4.513
H 2.668 -1.521 2.598
H 3.012 -3.949 2.630
H 1.081 -5.482 2.372
H -1.191 -4.551 2.068
H -1.529 -2.120 2.013
H -1.075 2.389 3.325
H -2.032 2.945 5.538
H -2.036 1.256 7.340
H -1.171 -1.012 6.894
H -0.248 -1.575 4.687
N -3.240 1.814 -0.264
C -3.552 0.571 0.215
N -4.747 0.234 0.690
N -4.607 -1.026 1.083
N -3.415 -1.440 0.868
N -2.687 -0.454 0.314
C -2.107 2.126 -0.961
N -1.774 3.367 -1.304
N -0.620 3.236 -1.950
N -0.261 2.009 -2.000
N -1.184 1.244 -1.389
H -3.934 2.536 -0.162
O 0.821 -4.089 -2.824
S 0.873 -3.791 -1.420
O 0.129 -4.660 -0.554
N 0.508 -2.232 -1.131
C 1.495 -1.586 -0.560
O 1.407 -0.422 -0.146
C 2.744 -2.379 -0.416
C 3.947 -1.942 0.116
C 4.991 -2.851 0.176
C 4.835 -4.152 -0.284
C 3.616 -4.585 -0.798
C 2.582 -3.680 -0.854
H 4.053 -0.923 0.460
H 5.941 -2.535 0.578
H 5.671 -4.838 -0.237
H 3.476 -5.602 -1.130


# C27H21Cl56NO6S3

C27H21Cl56NO6S3 as an isolated structure (ωB97M-V with the def2-TZVPD basis set, the Open Molecules 2025 dataset).

The largest force on an atom comes out at 0.068 Eh/bohr. The HOMO-LUMO gap is 7.9 eV. Its HOMO energy is -8.449 eV.

Atoms and positions in Å:
O 5.016 -1.864 3.097
S 5.302 -2.441 1.867
O 6.623 -2.783 1.669
O 4.282 -3.600 1.511
C 3.552 -3.165 0.313
C 2.317 -3.911 -0.014
C 1.247 -4.066 1.080
C -0.041 -4.102 0.316
S -1.536 -4.350 1.304
C -2.712 -3.690 0.179
S -2.857 -4.228 -1.322
N -3.497 -2.682 0.742
C -3.525 -1.474 -0.089
C -4.758 -1.374 -0.930
O -5.914 -1.247 -0.132
C -5.864 -2.023 1.041
C -4.873 -3.147 1.030
C 3.459 -1.721 0.531
C 2.686 -0.877 -0.429
C 1.319 -0.757 0.176
C 0.375 0.414 -0.392
O 0.386 -1.139 -0.619
O 4.850 -1.370 0.719
H 4.280 -3.387 -0.450
H 2.626 -4.907 -0.263
H 1.915 -3.493 -0.918
H 1.419 -4.990 1.594
H 1.285 -3.242 1.768
H -0.010 -4.779 -0.506
H -0.148 -3.126 -0.108
H -3.487 -0.593 0.528
H -2.695 -1.424 -0.769
H -4.658 -0.458 -1.478
H -4.845 -2.193 -1.619
H -6.828 -2.483 1.167
H -5.720 -1.412 1.915
H -4.881 -3.565 2.021
H -5.136 -3.952 0.359
H 3.047 -1.562 1.521
H 3.117 0.105 -0.444
H 2.531 -1.311 -1.397
H 1.242 -0.926 1.197
H -0.188 0.540 -1.314
H 1.267 0.863 -0.845
C 0.160 -4.307 5.712
Cl 1.719 -3.558 5.432
Cl -1.117 -3.271 5.070
Cl 0.107 -5.864 4.892
Cl -0.081 -4.545 7.446
C 3.748 2.332 3.257
Cl 4.027 0.920 2.239
Cl 4.735 3.674 2.675
Cl 2.039 2.778 3.192
Cl 4.197 1.949 4.917
C -9.666 -0.593 0.738
Cl -9.150 -1.936 1.764
Cl -8.340 0.553 0.561
Cl -10.131 -1.212 -0.847
Cl -11.049 0.214 1.482
C -6.170 4.349 1.660
Cl -7.687 4.562 2.535
Cl -6.120 5.459 0.289
Cl -4.812 4.674 2.752
Cl -6.052 2.695 1.069
C -4.568 2.489 -2.696
Cl -3.997 3.783 -3.752
Cl -4.196 0.921 -3.409
Cl -3.750 2.603 -1.132
Cl -6.312 2.626 -2.490
C 9.143 4.135 3.932
Cl 7.582 3.340 3.725
Cl 10.445 2.979 3.637
Cl 9.276 5.469 2.781
Cl 9.274 4.762 5.577
C 11.231 7.321 -0.308
Cl 9.804 7.661 0.676
Cl 11.002 8.000 -1.923
Cl 12.649 8.050 0.439
Cl 11.457 5.577 -0.430
C 0.731 -4.904 -3.854
Cl 2.074 -4.675 -4.978
Cl -0.730 -5.306 -4.751
Cl 1.109 -6.217 -2.734
Cl 0.481 -3.406 -2.959
C -13.129 -3.000 -3.012
Cl -11.529 -2.412 -3.478
Cl -14.338 -1.781 -3.413
Cl -13.481 -4.490 -3.887
Cl -13.161 -3.314 -1.278
C -1.122 -1.224 -6.080
Cl -2.044 -1.716 -4.658
Cl -0.666 0.474 -5.925
Cl 0.337 -2.215 -6.217
Cl -2.114 -1.442 -7.522
C 15.855 10.097 -1.898
Cl 14.294 9.304 -2.096
Cl 17.149 8.933 -2.188
Cl 15.995 11.430 -3.046
Cl 15.986 10.723 -0.252
C -1.895 -8.196 2.291
Cl -2.650 -6.881 3.186
Cl -2.451 -9.752 2.902
Cl -2.300 -8.062 0.582
Cl -0.143 -8.070 2.511
C 2.561 2.578 -3.763
Cl 2.827 1.218 -4.855
Cl 3.570 3.936 -4.251
Cl 0.863 3.051 -3.811
Cl 2.981 2.093 -2.116
C -4.886 9.304 1.300
Cl -6.007 10.498 1.957
Cl -3.235 9.911 1.436
Cl -5.035 7.794 2.194
Cl -5.267 9.018 -0.402


# C27H21IrN5O2S

C27H21IrN5O2S as an isolated structure (ωB97M-V with the def2-TZVPD basis set, the Open Molecules 2025 dataset).

As for the charge: -1. The largest force on an atom comes out at 0.041 Eh/bohr. The HOMO-LUMO gap is 6.1 eV. Its HOMO energy is -3.470 eV.

Atoms and positions in Å:
Ir 1.264 -0.205 0.316
C -2.971 0.394 5.328
O -3.314 1.683 5.828
C -2.864 2.744 5.078
C -1.511 2.919 4.785
C -1.102 3.952 3.964
C -2.036 4.829 3.393
C -3.349 4.743 3.839
C -3.769 3.692 4.650
N -1.732 5.785 2.382
N -0.732 5.704 1.638
C -0.177 4.487 1.168
C 1.205 4.507 1.343
C 2.129 3.471 1.536
C 1.946 2.157 1.096
O 2.446 1.081 1.565
C -0.354 2.076 0.533
N -0.958 0.918 0.806
C -2.256 0.885 1.049
C -3.027 2.046 0.934
C -2.377 3.257 0.858
C -0.965 3.315 0.820
H -3.181 -0.318 6.122
H -1.920 0.324 5.048
H -3.575 0.155 4.452
H -0.772 2.252 5.212
H -0.047 4.090 3.765
H -4.064 5.473 3.473
H -4.808 3.596 4.945
H 1.542 5.491 1.663
H 3.027 3.699 2.102
H -2.697 -0.083 1.259
H -4.110 1.996 0.946
H -2.948 4.177 0.845
C 1.028 1.881 -0.054
C 1.331 2.460 -1.389
C 2.632 2.820 -1.746
C 2.920 3.309 -3.012
C 1.913 3.452 -3.958
C 0.615 3.095 -3.616
C 0.330 2.601 -2.350
H 3.421 2.717 -1.009
H 3.938 3.587 -3.258
H 2.131 3.841 -4.946
H -0.184 3.204 -4.340
H -0.685 2.316 -2.092
S 0.198 -1.691 -1.254
C 1.887 -1.773 -0.886
N 2.860 -1.741 -1.935
C 4.150 -1.947 -1.656
C 4.550 -2.208 -0.387
C 3.548 -2.279 0.644
N 2.292 -2.150 0.403
H 2.535 -1.510 -2.856
H 4.834 -1.890 -2.495
H 5.593 -2.372 -0.160
H 3.819 -2.448 1.682


# C27H22BrF6IN3O6RbS3

C27H22BrF6IN3O6RbS3 as an isolated structure (ωB97M-V with the def2-TZVPD basis set, the Open Molecules 2025 dataset).

As for the charge: -2. Its energy above the lowest of the compared OMol25 structures with the same formula, charge and spin is 0.000 eV. The largest force on an atom comes out at 0.015 Eh/bohr. The HOMO-LUMO gap is 6.0 eV. Its HOMO energy is -2.607 eV.

Atoms and positions in Å:
Rb 1.053 0.085 -0.983
F 2.365 2.088 -2.974
C 3.440 1.665 -3.639
F 4.419 2.555 -3.501
F 3.125 1.605 -4.944
S 3.914 -0.023 -3.074
O 2.656 -0.733 -3.129
O 4.956 -0.452 -3.960
N 4.435 0.346 -1.643
S 4.503 -0.558 -0.363
O 5.179 0.124 0.690
O 3.299 -1.299 -0.072
C 5.684 -1.893 -0.859
F 5.951 -2.686 0.189
F 5.169 -2.655 -1.831
F 6.843 -1.390 -1.295
Br -5.178 0.783 -5.923
C -5.053 0.340 -4.077
C -6.196 -0.159 -3.474
C -6.154 -0.530 -2.142
C -4.976 -0.399 -1.423
C -3.824 0.112 -2.013
C -3.873 0.480 -3.353
I -2.131 1.258 -4.215
H -7.098 -0.279 -4.057
H -7.044 -0.938 -1.677
H -4.931 -0.696 -0.382
H -2.868 0.207 -1.394
C -2.069 1.967 1.166
C -2.099 0.451 0.910
C -1.328 -0.262 2.034
O -1.597 0.131 -0.322
H -2.504 2.227 2.139
H -2.630 2.480 0.380
H -1.034 2.320 1.134
H -3.170 0.132 1.021
H -0.283 0.063 2.020
H -1.359 -1.343 1.873
H -1.736 -0.043 3.029
N -4.959 -3.574 -3.736
C -3.905 -3.167 -3.947
C -2.565 -2.716 -4.186
C -2.045 -2.693 -5.478
C -0.721 -2.335 -5.648
C 0.032 -2.022 -4.525
N -0.472 -2.016 -3.296
C -1.740 -2.341 -3.120
H -2.670 -2.960 -6.320
H -0.275 -2.306 -6.633
H 1.078 -1.742 -4.602
H -2.117 -2.325 -2.103
C 0.107 0.169 7.139
C 1.061 0.450 8.266
O 0.848 0.136 9.415
S 2.589 1.289 7.892
C 2.505 1.590 6.148
C 2.986 0.645 5.242
C 2.880 0.859 3.882
C 2.287 2.032 3.373
C 1.836 2.986 4.306
C 1.944 2.771 5.665
C 2.147 2.237 1.980
C 2.013 2.377 0.760
H 0.582 -0.464 6.389
H -0.173 1.090 6.629
H -0.772 -0.324 7.548
H 3.438 -0.266 5.617
H 3.255 0.129 3.177
H 1.388 3.897 3.930
H 1.582 3.513 6.368


Which formula does entry 3 have?
C27H21IrN5O2S


Which formula does entry 3 have?
C27H21IrN5O2S